{
  "formula": "C34H23ClN2O8",
  "method": "ωB97M-V with the def2-TZVPD basis set",
  "species": ["C", "C", "C", "C", "Cl", "C", "C", "C", "N", "C", "C", "N", "C", "H", "H", "H", "H", "H", "H", "H", "C", "C", "C", "O", "C", "C", "C", "O", "H", "H", "H", "H", "C", "C", "C", "O", "C", "C", "C", "O", "H", "H", "H", "H", "C", "C", "C", "O", "C", "C", "C", "O", "H", "H", "H", "H", "C", "C", "C", "O", "C", "C", "C", "O", "H", "H", "H", "H"],
  "coordinates": [[-2.9161, -4.8312, 0.3231], [-3.5208, -3.9389, -0.6507], [-3.4252, -2.3719, -0.2682], [-4.7113, -1.5568, -0.0058], [-6.3530, -2.3822, -0.1835], [-4.5635, -0.0534, 0.4024], [-3.1416, 0.5263, 0.5126], [-1.8111, -0.2844, 0.2189], [-0.5750, 0.4355, 0.3716], [0.5085, -0.4289, 0.0389], [0.4001, -1.9240, -0.3768], [-0.8380, -2.6246, -0.4744], [-1.9585, -1.7698, -0.1896], [-3.3218, -4.7257, 1.3979], [-2.0628, -5.5372, 0.0492], [-4.0101, -4.3034, -1.6146], [-5.4945, 0.5630, 0.6336], [-3.0371, 1.6348, 0.8169], [1.5662, 0.0267, 0.0853], [1.3818, -2.4985, -0.6008], [-1.6351, 4.3422, -1.7467], [-1.8654, 3.7869, -0.5563], [-2.4830, 4.5576, 0.5425], [-2.6917, 4.0506, 1.6305], [-2.8374, 5.9670, 0.2719], [-2.6072, 6.5229, -0.9183], [-1.9891, 5.7517, -2.0182], [-1.7807, 6.2574, -3.1049], [-1.1828, 3.7924, -2.5626], [-1.6124, 2.7560, -0.3412], [-3.2898, 6.5164, 1.0883], [-2.8599, 7.5538, -1.1331], [4.5344, -2.0312, -3.2258], [4.6576, -2.0455, -4.5535], [3.4711, -2.0090, -5.4341], [3.5822, -2.0241, -6.6450], [2.1431, -1.9543, -4.7861], [2.0200, -1.9400, -3.4584], [3.2074, -1.9765, -2.5785], [3.0970, -1.9615, -1.3620], [5.3923, -2.0584, -2.5659], [5.6224, -2.0848, -5.0436], [1.2848, -1.9274, -5.4458], [1.0550, -1.9009, -2.9683], [-0.0105, 5.0397, 4.3268], [-1.2493, 5.4519, 4.5998], [-1.4951, 6.7290, 5.3025], [-2.6250, 7.1052, 5.5537], [-0.3154, 7.5320, 5.6893], [0.9233, 7.1198, 5.4164], [1.1690, 5.8425, 4.7135], [2.2991, 5.4668, 4.4623], [0.1876, 4.1069, 3.8136], [-2.1238, 4.8760, 4.3225], [-0.5137, 8.4648, 6.2025], [1.7979, 7.6953, 5.6933], [3.8560, -7.2817, -1.1359], [3.0280, -7.8725, -0.2731], [2.1602, -7.0789, 0.6232], [1.4061, -7.6171, 1.4117], [2.2449, -5.6061, 0.5249], [3.0732, -5.0158, -0.3380], [3.9404, -5.8090, -1.2338], [4.6952, -5.2698, -2.0234], [4.4989, -7.8471, -1.7990], [2.9534, -8.9496, -0.1892], [1.6020, -5.0402, 1.1879], [3.1482, -3.9389, -0.4223]],
  "e_tot_ha": -2480.61671,
  "homo_lumo_gap_ev": 6.33,
  "e_homo_ev": -8.29,
  "lumo_energy_ev": -1.9638,
  "smiles": "C=Cc1c(Cl)ccc2nccnc12.O=C1C=CC(=O)C=C1.O=C1C=CC(=O)C=C1.O=C1C=CC(=O)C=C1.O=C1C=CC(=O)C=C1"
}